1.
94
Properties=species:S:1:pos:R:3 method="wB97M-V/def2-TZVPD" gap_ev="8.489 / 7.157" multiplicity=5 s2=6.013 total_charge=+1 de_lowest_kj_mol=32.99 e_homo_ev="-10.59 / -11.17" fmax_ev_per_a=3.0 total_energy_ha=-4975.6448
Co 1.6469 0.6083 -0.4859
O 1.9574 -0.0476 -2.4138
S 1.4194 -1.4347 -2.1558
O 2.4084 -2.4529 -2.3591
O 0.1613 -1.5787 -2.8263
O 1.0844 -1.3202 -0.6364
C -1.1122 0.1699 5.6905
C -0.5674 0.0784 4.2947
C 0.9876 -0.0207 4.3568
C -0.9339 1.2922 3.4735
C -1.3642 2.5071 4.0022
C -1.4641 3.6434 3.1935
C -1.0432 3.5462 1.8702
C -0.5457 2.3668 1.2848
P 0.0023 2.2501 -0.3895
C -1.3302 2.0645 -1.6101
C -2.5661 2.6487 -1.4340
C -3.5251 2.5663 -2.4427
C -3.2762 1.7838 -3.5654
C -2.0029 1.2082 -3.7597
C -1.0341 1.3753 -2.7760
C 0.6574 3.9614 -0.6432
C 0.3857 4.7884 -1.7167
C 0.9392 6.0748 -1.7645
C 1.8063 6.4830 -0.7850
C 2.1068 5.6738 0.3132
C 1.5053 4.4297 0.3800
C -0.6232 1.2015 2.1042
O -0.4818 -0.0184 1.4609
C -1.0926 -1.0839 2.1225
C -1.5165 -2.1613 1.3376
C -2.0801 -3.2335 1.9892
C -1.9477 -3.3884 3.3539
C -1.4244 -2.3586 4.1370
C -1.1018 -1.1611 3.5378
P -1.1559 -2.3294 -0.4081
C -0.2529 -3.8273 -0.6617
C 0.5019 -4.3869 0.3286
C 1.2603 -5.5389 0.1199
C 1.2954 -6.0478 -1.1900
C 0.5672 -5.4063 -2.1856
C -0.2205 -4.3083 -1.9666
C -2.7076 -2.4554 -1.2832
C -3.2923 -1.3316 -1.8111
C -4.5998 -1.3697 -2.3498
C -5.2713 -2.5959 -2.3892
C -4.6254 -3.7579 -1.9527
C -3.3347 -3.6913 -1.3994
H -0.7568 1.0806 6.2326
H -1.0303 -0.7551 6.2256
H -2.2047 0.2087 5.5944
H 1.4485 0.8437 4.8306
H 1.4263 -0.2133 3.3864
H 1.3686 -0.8394 4.9561
H -1.6606 2.5290 5.0236
H -1.7767 4.5899 3.5752
H -0.9283 4.4403 1.2260
H -2.7415 3.1583 -0.4735
H -4.5154 2.9926 -2.2328
H -4.0960 1.6618 -4.2356
H -1.6966 0.5922 -4.6174
H -0.0959 0.8717 -2.8439
H -0.3788 4.5058 -2.4177
H 0.6985 6.6888 -2.6182
H 2.3640 7.3836 -0.9458
H 2.7449 5.9376 1.1059
H 1.7242 3.7740 1.1967
H -2.4960 -4.0041 1.3808
H -2.3109 -4.3167 3.7428
H -1.2242 -2.4281 5.2022
H 0.5936 -3.8822 1.2408
H 1.7973 -5.9843 0.9405
H 1.8092 -6.9661 -1.3637
H 0.7006 -5.6730 -3.1727
H -0.7932 -3.8147 -2.7443
H -2.7085 -0.3995 -1.7706
H -5.0385 -0.4509 -2.5890
H -6.3423 -2.6762 -2.6527
H -5.1992 -4.7037 -2.0421
H -2.8753 -4.5509 -0.9748
O 3.2480 1.1704 0.3801
S 4.6570 1.6210 -0.0553
C 4.6959 1.7196 -1.8367
C 5.0627 0.3749 -2.4616
C 5.1243 -0.6620 -1.3483
C 5.6480 0.0893 -0.1326
H 5.3857 2.5442 -2.1103
H 3.7378 2.1293 -2.0790
H 6.0067 0.4645 -3.0249
H 4.2693 0.0794 -3.1770
H 5.7089 -1.5661 -1.6554
H 4.0878 -1.0797 -1.2847
H 6.6809 0.4920 -0.1857
H 5.6817 -0.3928 0.8165

***

2.
105
Properties=species:S:1:pos:R:3 method="wB97M-V/def2-TZVPD" gap_ev=8.902 total_charge=+2 de_lowest_kj_mol=201.55 e_homo_ev=-13.37 fmax_ev_per_a=2.4 total_energy_ha=-7148.3870
Y 0.4292 0.0730 0.0692
N 0.3577 -0.0270 2.1732
S -0.4516 -0.1237 3.3851
N -1.9437 -0.7691 3.2912
S -3.3045 -0.0451 3.1190
N -3.6387 0.7778 1.8580
S -3.0835 0.3493 0.3439
N -1.6593 0.5362 0.1469
C -3.7171 -1.2949 0.1296
C -5.0794 -1.5869 0.2677
C -5.4797 -2.9097 0.2010
C -4.5321 -3.9194 0.0341
C -3.1836 -3.6119 -0.1021
C -2.7703 -2.2881 -0.0659
C -4.0975 1.3994 -0.6039
C -4.8698 0.9092 -1.6488
C -5.5980 1.8180 -2.4058
C -5.5342 3.1749 -2.1140
C -4.7347 3.6430 -1.0693
C -4.0065 2.7550 -0.3029
C -4.4579 -1.3363 3.4513
C -5.7930 -0.9405 3.5059
C -6.7441 -1.8826 3.8442
C -6.3580 -3.1954 4.1232
C -5.0219 -3.5679 4.0624
C -4.0489 -2.6309 3.7262
C -3.7074 1.0573 4.4335
C -4.1911 2.3297 4.1762
C -4.5665 3.1130 5.2630
C -4.4545 2.6185 6.5558
C -3.9609 1.3340 6.7870
C -3.5828 0.5380 5.7220
C 0.2809 -1.1522 4.6067
C 1.3911 -0.6463 5.2772
C 2.1178 -1.4980 6.0929
C 1.7514 -2.8365 6.2074
C 0.6567 -3.3294 5.5070
C -0.0910 -2.4874 4.6949
C -0.6663 1.4551 4.1580
C -0.5894 1.6402 5.5347
C -0.7706 2.9195 6.0442
C -1.0316 3.9849 5.1886
C -1.1255 3.7782 3.8149
C -0.9437 2.5078 3.2873
H -5.8084 -0.7944 0.4162
H -6.5337 -3.1578 0.2866
H -4.8528 -4.9567 0.0060
H -2.4503 -4.3992 -0.2520
H -1.7335 -2.0301 -0.2134
H -4.8903 -0.1470 -1.8919
H -6.2069 1.4627 -3.2315
H -6.1059 3.8795 -2.7109
H -4.6752 4.7057 -0.8625
H -3.3706 3.1017 0.5121
H -6.0799 0.0886 3.2922
H -7.7900 -1.5948 3.9001
H -7.1106 -3.9304 4.3954
H -4.7287 -4.5896 4.2880
H -3.0023 -2.8976 3.6748
H -4.2785 2.6874 3.1557
H -4.9587 4.1095 5.0932
H -4.7602 3.2358 7.3966
H -3.8844 0.9507 7.7994
H -3.2036 -0.4706 5.8854
H 1.6835 0.3950 5.1618
H 2.9773 -1.1205 6.6384
H 2.3301 -3.5011 6.8439
H 0.3845 -4.3759 5.5902
H -0.9392 -2.8605 4.1343
H -0.3945 0.8052 6.2028
H -0.7119 3.0837 7.1172
H -1.1693 4.9839 5.5996
H -1.3367 4.6130 3.1483
H -1.0359 2.3249 2.2251
N 2.7623 -0.8988 -1.0031
N 3.1368 -2.2250 -0.8211
C 2.2801 -3.1089 -0.2979
N 2.7016 -4.3742 -0.3346
S 0.7948 -2.7064 0.4244
H 2.5653 -0.7420 -1.9722
H 3.5334 -0.3080 -0.7567
H 3.9440 -2.5569 -1.3186
H 3.5694 -4.6532 -0.7640
H 2.1077 -5.0850 0.0480
C 4.6989 2.2373 3.8416
C 3.6081 2.5501 2.8392
C 3.0614 3.8204 2.6932
C 2.0548 4.0496 1.7696
C 1.6522 2.9677 1.0279
Br 0.1776 3.1802 -0.1415
N 2.1500 1.7587 1.1105
C 3.1132 1.5614 2.0123
H 4.8409 3.0610 4.5400
H 5.6550 2.0586 3.3413
H 4.4614 1.3370 4.4169
H 3.4225 4.6406 3.3087
H 1.6050 5.0268 1.6306
H 3.4998 0.5478 2.0772
F 1.7922 1.4084 -1.6733
Te 0.3051 1.0885 -2.9024
F -1.2485 1.9005 -2.4066
F 1.7269 0.4786 -3.8727
F -0.5777 0.7397 -4.4420
F 0.7399 2.7530 -3.4261
O 0.0280 -0.4527 -2.0143